{
  "formula": "C5H12NOS",
  "method": "ωB97M-V with the def2-TZVPD basis set",
  "total_charge": 1,
  "homo_ev": -12.936,
  "smiles": "CC(C)(S)[C@@H](O)C=[NH2+]",
  "symbols": ["H", "N", "C", "H", "H", "H", "H", "C", "C", "O", "H", "H", "H", "H", "H", "C", "C", "H", "S", "H"],
  "xyz": [[-0.348, -0.819, 3.685], [-0.040, -0.274, 2.903], [0.215, 1.263, -1.526], [1.062, 0.993, -2.250], [-1.474, -1.092, -2.149], [-0.290, -2.069, -1.183], [2.241, 0.926, 0.990], [0.708, -0.232, 0.613], [0.202, -0.971, 1.860], [1.310, 0.907, 1.165], [-2.387, 1.304, -0.861], [0.037, 0.682, 2.614], [0.116, -2.027, 1.830], [0.174, -0.961, -2.424], [-0.513, 1.468, -2.200], [-0.498, -0.973, -1.646], [-0.317, 0.127, -0.660], [0.527, 2.184, -0.887], [-1.910, 0.541, 0.138], [1.185, -0.977, -0.011]]
}


{
  "formula": "C5H12NOS",
  "method": "ωB97M-V with the def2-TZVPD basis set",
  "total_charge": 1,
  "homo_ev": -14.009,
  "symbols": ["H", "O", "N", "H", "C", "C", "H", "H", "H", "S", "H", "H", "H", "H", "H", "C", "C", "H", "H", "C"],
  "xyz": [[-0.482, -2.260, -1.575], [0.574, 1.774, -1.096], [-0.238, 1.399, -0.339], [-2.253, 1.411, -0.268], [-0.908, -1.113, 0.198], [3.042, -0.007, 0.663], [-1.604, 3.079, -0.484], [-0.683, -1.987, 0.838], [-1.724, -0.916, -1.785], [1.784, -0.675, -0.452], [3.439, 1.007, 0.751], [3.914, -0.612, 0.370], [-1.434, 2.316, 1.121], [-1.909, -0.700, 0.678], [2.704, -0.528, 1.614], [-1.361, -1.619, -1.133], [-1.463, 2.084, 0.086], [0.521, -0.064, 1.474], [-2.295, -2.249, -1.091], [0.375, -0.341, 0.430]]
}


{
  "formula": "C5H12NP",
  "method": "ωB97M-V with the def2-TZVPD basis set",
  "homo_ev": [-7.475, -6.998],
  "symbols": ["C", "H", "C", "H", "C", "H", "H", "H", "H", "H", "H", "H", "H", "C", "H", "C", "N", "P", "H"],
  "xyz": [[-0.654, 1.093, 0.486], [-0.089, -4.583, 0.091], [1.603, 1.654, -0.223], [-1.215, 1.063, -0.483], [0.193, -0.114, 0.575], [0.098, -4.650, -1.519], [1.649, 1.676, -1.336], [2.020, -0.563, -0.545], [-0.007, -0.829, 1.278], [-1.454, -2.780, 0.336], [2.327, 0.179, 1.016], [-1.406, 1.288, 1.319], [2.548, 2.216, -0.112], [1.643, 0.205, 0.166], [-0.051, 3.249, -0.086], [0.408, 2.342, 0.452], [-0.483, -4.233, -0.795], [-1.382, -2.805, -1.090], [0.766, 2.587, 1.433]]
}


{
  "formula": "C5H12NS",
  "method": "ωB97M-V with the def2-TZVPD basis set",
  "total_charge": 1,
  "homo_ev": -13.894,
  "symbols": ["H", "H", "H", "C", "C", "C", "H", "N", "H", "H", "C", "H", "H", "H", "C", "S", "H", "H", "H"],
  "xyz": [[0.711, -1.121, 1.112], [0.846, 2.465, 1.103], [2.931, -0.728, -1.919], [0.002, 0.617, 0.200], [0.854, -0.103, -0.764], [-1.312, 1.154, -0.387], [1.445, 0.927, 1.894], [0.172, -0.914, 0.271], [-1.498, -1.664, -0.905], [-0.091, -2.797, -0.530], [-0.767, -1.997, -0.123], [-1.299, -2.296, 0.731], [-2.078, 0.718, 0.314], [-0.206, 1.533, 2.191], [0.633, 1.381, 1.364], [2.644, 0.067, -0.820], [-1.337, 0.788, -1.386], [-0.196, -0.300, -2.039], [-1.455, 2.270, -0.307]]
}


Number 1: maximum force 5.5 eV/A. Number 2: maximum force 4.0 eV/A. Number 3: maximum force 3.6 eV/A. Number 4: maximum force 4.8 eV/A.